Entry 1:
DFT (wB97M-V/def2-TZVPD) results for a molecular structure, C16H22Cl2O2RuSe.

```
44
Properties=species:S:1:pos:R:3:forces:R:3:lowdin_charge:R:1
C 0.419154 -1.041664 -2.324874 0.396 1.333 0.071 -0.315
C 1.336743 0.034441 -2.500430 -0.877 -0.626 0.079 -0.403
C 0.562312 1.272015 -2.513549 -1.224 -0.760 -0.154 -0.319
C 2.774139 -0.110454 -2.826178 0.422 -0.032 -0.382 -0.093
C -0.780067 0.957269 -2.251625 1.398 -0.260 -0.166 -0.260
C -0.924832 -0.495149 -2.187549 0.422 -0.177 0.022 -0.318
C -2.042171 -1.240444 -1.951662 0.072 0.604 -0.376 0.011
C 0.718554 -2.485582 -2.314264 0.065 -0.647 0.066 -0.103
C 1.088585 2.590600 -2.946542 0.120 0.411 0.004 -0.074
C -1.889937 1.908615 -2.079862 -0.401 0.367 -0.060 -0.055
Ru 0.990949 0.282883 -0.272386 -2.253 -1.114 -1.594 0.852
Cl 2.421622 1.849931 0.105550 2.762 2.432 0.131 -0.108
Cl 1.825781 -1.534282 0.806583 1.236 -2.022 0.718 -0.187
O -0.706390 0.034964 0.670949 -1.235 0.860 0.842 -0.526
H 3.217746 -0.931368 -2.249522 -0.024 0.149 -0.149 0.066
H 3.330897 0.800257 -2.591523 -0.039 -0.098 0.012 0.051
H 2.887454 -0.327137 -3.898358 0.217 -0.020 0.046 0.075
H 2.082508 2.792997 -2.537512 -0.121 -0.033 0.052 0.038
H 0.422570 3.407212 -2.640576 0.154 -0.150 -0.040 0.073
H 1.169498 2.614224 -4.046215 -0.036 0.013 0.187 0.081
H -1.547129 2.838454 -1.613165 -0.139 -0.150 0.062 0.078
H -2.675787 1.460967 -1.463309 0.133 0.199 0.027 0.073
H -2.332357 2.168676 -3.051226 -0.100 0.025 0.049 0.074
H -2.923237 -0.753629 -1.553256 -0.194 -0.283 -0.241 0.042
H -2.309949 -3.173111 -0.204645 0.012 0.351 1.269 0.010
H -2.024669 -2.292981 -2.209445 -0.152 -0.073 0.391 0.032
H 1.786611 -2.681739 -2.159480 -0.249 0.017 0.025 0.057
H 0.411640 -2.972692 -3.256438 0.065 0.088 0.122 0.075
H 0.160750 -2.969563 -1.499138 0.247 -0.002 -0.141 0.063
H -0.722344 0.829631 1.262324 -0.231 -0.669 -0.194 -0.130
O -2.445865 -3.201051 0.773164 0.276 -0.060 -0.778 -0.109
H -1.834580 -2.530383 1.132977 -0.225 -0.081 -0.460 0.031
Se 0.127615 2.902938 2.236524 -0.307 1.534 -1.169 0.412
C 0.152790 1.828616 3.699964 -0.142 -0.935 1.349 -0.805
C -1.023676 1.678456 4.477081 0.658 -0.512 0.170 -0.180
C -1.033407 0.842715 5.585086 0.430 -0.114 0.166 -0.146
C 0.136363 0.171916 5.989035 0.082 0.221 -0.272 -0.153
C 1.308798 0.313751 5.218658 -0.453 -0.007 0.304 -0.134
C 1.316191 1.105940 4.079227 -0.623 0.155 0.175 -0.153
H -1.915406 2.211638 4.164464 0.086 -0.061 0.033 0.069
H -1.959691 0.716485 6.147042 0.171 -0.003 0.000 0.077
H 0.142465 -0.443045 6.890326 -0.040 0.074 -0.233 0.067
H 2.220553 -0.205889 5.523741 -0.232 0.058 -0.103 0.083
H 2.196706 1.183973 3.445233 -0.128 -0.002 0.142 0.080
```
Positions in Å, forces in eV/Å.

The expectation value of S² is 6.360. The calculated total energy is -114016.704 eV. Its spin multiplicity is 5. The net charge is -2. The lowest unoccupied orbital energy (spin up / spin down) comes out at 5.20 / 5.19 eV.

---

Entry 2:
DFT (wB97M-V/def2-TZVPD) results for a molecular structure, C16H22Cl5CrO3PS3Te.

```
52
Properties=species:S:1:pos:R:3:forces:R:3:lowdin_charge:R:1
Cr 0.574434 -0.174143 -0.590401 -0.678 -0.858 -0.144 0.354
C 1.709530 -4.663218 -0.385456 0.139 0.267 -0.114 -0.510
C 0.349237 -4.509258 -1.061374 -0.109 0.440 0.133 -0.519
S -0.572945 -2.976616 -0.717139 0.032 -0.330 0.133 0.860
C -0.898632 -3.147663 1.063154 0.065 0.114 -0.378 -0.508
C 0.226699 -2.767669 2.021734 -0.151 0.306 -0.130 -0.479
S 0.972545 -1.147717 1.642810 0.914 -0.533 0.569 0.795
C 2.763103 -1.553872 1.764747 -0.400 0.033 -0.008 -0.489
C 3.326996 -2.809983 1.094038 -0.198 -0.024 -0.342 -0.510
S 2.770738 -3.192392 -0.602526 0.095 -0.037 0.139 0.836
H 2.239992 -5.501582 -0.836850 -0.066 -0.079 0.061 0.071
H 1.607347 -4.865604 0.678568 -0.017 -0.025 -0.027 0.061
H -0.292982 -5.347855 -0.789650 0.033 -0.082 -0.100 0.078
H 0.462734 -4.496596 -2.145743 0.011 -0.102 -0.008 0.073
H -1.207680 -4.178161 1.245558 -0.061 0.017 0.068 0.088
H -1.751564 -2.490976 1.238916 0.001 -0.032 0.071 0.017
H 1.030796 -3.498120 2.038725 -0.057 0.027 -0.004 0.050
H -0.192881 -2.668608 3.023284 0.005 -0.055 0.010 0.058
H 2.980354 -1.617714 2.831683 0.098 0.094 -0.002 0.083
H 3.242619 -0.656619 1.376703 0.081 -0.006 0.069 0.039
H 3.147599 -3.696500 1.699335 0.059 0.000 0.041 0.069
H 4.407182 -2.680466 1.017455 0.008 -0.062 0.144 0.073
Cl -1.662118 2.301398 -2.559404 -0.307 -0.017 0.015 0.754
C 0.051555 2.361106 -2.526830 0.366 -0.253 -0.072 -0.689
C 0.760660 1.281852 -1.997109 0.232 1.146 -0.638 -0.266
C 2.135813 1.424214 -2.057119 -0.898 0.215 -0.082 -0.654
Cl 2.890853 0.089701 -1.219714 1.141 -0.370 0.062 0.772
C 2.839768 2.483077 -2.588820 0.225 0.102 -0.008 -0.704
Cl 4.561415 2.504664 -2.594589 -0.021 -0.041 0.020 0.693
C 2.092254 3.543196 -3.094137 0.016 -0.081 0.013 -0.703
Cl 2.890923 4.900560 -3.778322 0.027 0.036 0.005 0.690
C 0.697323 3.487513 -3.042586 -0.063 -0.050 -0.030 -0.699
Cl -0.218441 4.826697 -3.614506 -0.001 0.038 -0.058 0.683
C -0.803863 4.267015 1.219867 0.060 -0.241 -0.155 -0.061
C -0.191172 2.978334 1.735801 0.034 0.181 0.125 -0.268
O -0.372375 1.886980 0.809940 -0.408 -0.293 0.077 -0.336
P -1.664015 0.906031 0.871849 -0.523 0.815 0.080 0.078
O -1.394051 -0.079418 -0.259133 0.262 0.052 0.253 -0.498
Te -2.114730 0.009485 2.983273 -0.088 -0.034 0.210 0.521
O -2.821483 1.942799 0.464323 0.154 -0.332 -0.010 -0.319
C -4.198147 1.525291 0.448755 -0.341 -0.077 -0.093 -0.298
C -4.588094 0.918411 -0.888021 0.246 0.096 0.119 -0.079
H -0.511766 5.094626 1.866830 -0.003 -0.001 0.016 0.080
H -1.888032 4.194955 1.194306 -0.038 0.035 0.000 0.069
H -0.448899 4.467673 0.207201 0.000 0.056 0.023 0.077
H -0.612660 2.696116 2.704377 0.046 -0.044 -0.028 0.071
H 0.888565 3.086480 1.844551 -0.015 -0.064 0.010 0.120
H -4.788442 2.419215 0.652108 0.116 0.035 0.021 0.119
H -4.372896 0.815372 1.261978 0.053 0.069 0.009 0.047
H -4.421231 1.633547 -1.693286 -0.035 -0.018 -0.029 0.057
H -5.643529 0.644639 -0.874856 -0.002 -0.010 0.017 0.078
H -3.988409 0.029803 -1.084299 -0.039 -0.025 -0.057 0.071
```
Positions in Å, forces in eV/Å.

The expectation value of S² is 6.021. The calculated total energy is -163215.593 eV. Its spin multiplicity is 5. The lowest unoccupied orbital energy (spin up / spin down) comes out at 0.15 / 0.16 eV.

---

Entry 3:
DFT (wB97M-V/def2-TZVPD) results for C16H22ClN3O3 in the gas phase.

```
45
Properties=species:S:1:pos:R:3:forces:R:3:lowdin_charge:R:1
C -0.302226 2.096715 -2.889872 -1.607 -0.900 -6.812 -0.221
O -0.745545 2.196695 -1.692100 -2.061 1.813 4.693 -0.163
C 0.233977 2.222015 -0.698402 -8.817 -7.556 3.184 -0.168
C -0.544058 2.303886 0.653839 -0.986 -2.974 2.410 -0.122
C 0.338623 2.354201 1.970420 0.961 7.930 -5.614 -0.193
N 1.205541 1.309124 1.846465 -4.096 -4.842 6.187 0.019
C 2.401136 1.193013 1.339135 -0.757 0.483 2.550 -0.649
O 3.099420 2.019289 0.873907 1.609 3.919 -2.629 0.114
C 2.968194 -0.051880 1.594785 3.559 -5.752 -5.018 0.013
N 2.297817 -1.058546 0.536038 2.227 -0.367 0.382 0.026
C 2.774857 -1.225218 -0.876831 3.059 -3.195 6.236 -0.107
C 1.787708 -2.168307 -1.299334 -1.092 -1.600 -9.358 -0.205
N 0.676429 -2.106278 -0.524549 -3.156 -0.470 4.838 -0.006
C -0.615049 -2.872669 -0.402076 3.505 8.855 -13.539 -0.108
C -1.681121 -2.130303 -0.105264 -9.215 8.326 4.104 -0.147
C -2.528547 -2.291721 1.042118 5.464 -2.859 -4.318 -0.009
C -3.426448 -1.291362 1.254700 -4.288 -3.712 7.850 -0.188
C -3.819292 -0.226385 0.670295 0.806 3.565 -6.952 -0.634
Cl -5.077166 0.961655 0.764307 -0.241 -0.595 1.356 0.687
C -3.075759 0.009089 -0.659867 -6.981 2.490 6.875 -0.153
C -2.117478 -0.744486 -0.761491 11.390 -8.024 -5.840 -0.051
C 1.123999 -1.741878 0.674034 -1.321 7.622 7.389 -0.351
O 0.464162 -1.371779 1.842667 1.742 -3.619 -4.708 -0.107
H 0.067219 1.094328 -3.080762 1.420 -0.181 -0.253 0.071
H -1.231592 2.021914 -3.649456 1.556 0.582 1.554 0.134
H 0.256802 2.965597 -3.248182 0.657 -0.356 -0.110 0.097
H 0.925979 2.824354 -0.667736 7.196 6.431 -0.709 0.044
H 0.431966 1.220382 -0.465097 2.148 -1.967 -1.093 0.099
H -1.183683 3.061206 0.476211 -2.238 3.190 0.356 0.060
H -1.313230 1.402714 0.935454 1.958 1.510 -1.546 0.156
H 1.101152 3.342240 1.596208 -1.900 -2.098 1.489 0.183
H -0.199986 2.818277 2.841693 0.813 -1.735 -0.283 0.133
H 0.747199 0.463632 2.535323 2.448 1.930 -3.302 0.237
H 4.141968 -0.029581 1.417180 -2.560 -0.033 -0.144 0.180
H 2.865105 -0.621906 2.412085 -1.020 -1.097 3.653 0.079
H 3.852166 -1.555142 -0.820232 -1.123 -0.083 -0.519 0.153
H 2.761313 -0.324559 -1.219735 -0.278 5.371 -3.071 0.056
H 1.415579 -1.665956 -2.395833 1.037 -2.010 2.105 0.189
H 2.107155 -3.217238 -1.484556 0.272 0.646 0.003 0.141
H -0.482628 -3.566847 0.083983 2.268 -12.726 9.168 0.016
H -0.701726 -3.197627 -1.458344 -0.230 -0.468 0.184 0.172
H -2.262621 -3.287486 1.566436 -1.329 2.131 0.058 0.158
H -4.045258 -1.584615 2.181843 0.663 0.775 -1.003 0.146
H -3.283340 0.950626 -0.977902 -0.095 2.256 -2.121 0.060
H -1.408692 -0.499196 -1.731483 -1.369 -0.604 2.320 0.159
```
Positions in Å, forces in eV/Å.

The calculated total energy is -40070.265 eV. The lowest unoccupied orbital energy comes out at 0.38 eV.

---

Entry 4:
DFT (wB97M-V/def2-TZVPD) results for a molecular structure, C16H22IrN5O4S2.

```
50
Properties=species:S:1:pos:R:3:forces:R:3:lowdin_charge:R:1
Ir 0.736850 0.137684 1.075278 -1.222 1.047 -0.215 0.982
N 1.884638 0.743492 5.060385 -0.017 0.136 -0.013 0.091
C 1.249170 0.865982 3.870570 -0.145 0.181 -0.115 -0.814
S 2.261203 1.153129 2.440422 0.077 -0.098 0.200 0.611
N -0.048272 0.865157 3.821904 0.369 -0.109 -0.336 0.008
N -0.465893 0.982824 2.481176 0.018 -0.442 0.618 -0.196
C -1.454170 1.773724 2.297492 -0.155 0.115 -0.119 -0.060
C -2.011495 2.186749 1.022682 0.114 -0.112 0.168 -0.139
C -3.020626 3.156131 1.038416 -0.061 0.002 -0.007 -0.044
C -3.590132 3.626812 -0.125916 0.060 -0.045 -0.035 -0.094
C -3.150906 3.105119 -1.343649 -0.024 0.012 0.040 -0.081
C -2.151442 2.154669 -1.381804 0.007 0.019 -0.019 -0.013
C -1.537883 1.694825 -0.206914 -0.110 -0.188 0.126 -0.326
O -0.569097 0.802847 -0.308851 0.244 0.371 -0.535 -0.285
H 2.846847 0.457879 5.019226 -0.003 -0.087 0.008 0.084
H 1.336848 0.371050 5.818752 -0.011 0.040 0.022 0.102
H -1.871556 2.218195 3.196902 0.020 0.018 -0.004 0.133
H -3.349460 3.540031 1.997591 -0.015 -0.010 -0.010 0.113
H -4.363142 4.381709 -0.095472 -0.006 -0.007 0.002 0.099
H -3.596017 3.448852 -2.269493 -0.009 -0.008 0.004 0.103
H -1.818547 1.730514 -2.321154 -0.004 0.049 0.031 0.089
C 0.166437 -4.581716 1.433766 0.082 -0.096 0.010 -0.017
C 0.769831 -3.264575 0.965876 -0.162 0.189 -0.036 -0.533
C 1.826346 -3.488639 -0.100888 0.009 -0.046 -0.034 -0.020
O -0.267866 -2.459450 0.371752 0.170 -0.004 -0.021 -0.071
C 1.405860 -2.558593 2.183472 -0.150 0.193 0.288 -0.558
O 2.116143 -3.204738 2.925389 0.042 -0.059 -0.094 0.087
O 1.061404 -1.320257 2.447875 0.610 -0.528 -0.179 -0.267
H -0.362059 -5.056286 0.605753 0.009 0.018 -0.019 0.090
H -0.531248 -4.422652 2.259243 -0.017 0.018 -0.018 0.096
H 0.952766 -5.244263 1.788936 -0.023 0.002 0.042 0.091
H 1.390962 -4.010951 -0.955932 -0.015 -0.014 0.028 0.093
H 2.625561 -4.098267 0.317834 0.024 0.019 -0.016 0.098
H 2.249163 -2.542959 -0.441441 0.010 -0.007 0.035 0.041
H -0.990893 -2.405677 1.006861 -0.010 0.054 0.029 0.101
C 0.121035 -1.270925 -2.578873 0.050 -0.009 0.069 -0.024
N 0.632324 0.046505 -2.875598 -0.079 -0.105 -0.029 -0.137
C 0.156432 0.798863 -4.033123 0.040 0.010 0.016 -0.098
C 0.800587 2.187984 -3.849806 -0.004 -0.028 0.058 -0.109
N 1.593197 1.985178 -2.643681 0.026 0.020 -0.124 0.040
C 1.437266 0.768717 -2.114667 0.146 0.093 0.141 -0.738
S 2.347627 0.305219 -0.730075 0.218 -0.656 0.094 0.628
H 0.239004 -1.913343 -3.453235 0.005 0.003 0.005 0.100
H -0.933451 -1.211711 -2.302240 0.024 0.007 0.009 0.101
H 0.668273 -1.686915 -1.737188 -0.066 0.055 -0.076 0.037
H -0.934036 0.837344 -4.037618 0.006 -0.002 -0.010 0.112
H 0.482043 0.306278 -4.951293 -0.013 0.000 -0.005 0.126
H 0.055068 2.967826 -3.692756 -0.003 0.003 -0.005 0.114
H 1.429752 2.466980 -4.693823 -0.006 -0.015 -0.012 0.117
H 2.175552 2.673648 -2.202064 -0.047 0.001 0.045 0.141
```
Positions in Å, forces in eV/Å.

The calculated total energy is -57099.491 eV. The lowest unoccupied orbital energy (spin up / spin down) comes out at 0.14 / 0.14 eV.